[1]
Formula: C43H85F6O17PSSi
Source: the OMol25 dataset
Level of theory: wB97M-V/def2-TZVPD

```
154
Properties=species:S:1:pos:R:3:lowdin_charge:R:1
C -0.01898 3.64225 -0.66623 -0.082
C -0.54092 2.98112 -1.93307 -0.252
O -1.07650 1.65893 -1.67340 -0.219
P -0.13952 0.37437 -1.56563 0.484
O 1.31510 0.69139 -1.51467 -0.268
C -0.66676 -0.68405 -2.91169 -0.203
C 0.22775 -0.56502 -4.16828 -0.264
C 1.60039 -1.28276 -4.01658 -0.290
Si 2.90146 -0.24117 -4.77892 0.710
C 2.46237 0.13075 -6.57896 -0.228
O 3.54763 0.69790 -7.34301 -0.014
C 3.55373 2.02591 -7.51089 -0.740
F 2.73702 2.41586 -8.52062 0.143
F 3.14277 2.69720 -6.41375 0.138
F 4.76881 2.42183 -7.81654 0.197
S 4.80394 -1.43743 -4.86021 0.670
O 4.41370 -2.83625 -4.81578 -0.362
O 5.72270 -0.93153 -5.86037 -0.334
C 5.72534 -1.14713 -3.24069 -0.775
F 5.48690 -2.07690 -2.34628 0.143
F 6.99918 -1.14954 -3.48058 0.172
F 5.38571 0.00238 -2.71895 0.144
O -0.76953 -0.41785 -0.34174 -0.215
C -0.68992 0.09221 1.02017 -0.231
C -1.57326 -0.79570 1.89103 -0.070
H 1.00798 3.33040 -0.43814 0.075
H -0.68799 3.41515 0.17667 0.062
H -0.03918 4.73634 -0.79131 0.076
H -1.38946 3.54027 -2.35431 0.117
H 0.23758 2.91203 -2.70579 0.108
H -1.69540 -0.39512 -3.17740 0.103
H -0.68471 -1.71715 -2.53924 0.084
H -0.27823 -1.01135 -5.03017 0.079
H 0.37109 0.50540 -4.41014 0.097
H 1.82520 -1.48431 -2.96197 0.065
H 1.57739 -2.24509 -4.55089 0.079
H 3.14764 1.02104 -4.06804 0.028
H 1.57840 0.78547 -6.60878 0.102
H 2.18210 -0.79445 -7.10682 0.105
H -1.05300 1.13267 1.03056 0.111
H 0.34122 0.08308 1.37344 0.087
H -2.56614 -0.36177 2.07815 0.076
H -1.09118 -0.93132 2.87229 0.061
H -1.70545 -1.78431 1.43696 0.070
C -4.41209 4.19195 0.25071 -0.020
C -3.59091 5.36203 0.72156 -0.492
C -4.36270 6.58880 1.14290 -0.026
O -2.37997 5.32857 0.76531 0.055
H -3.75927 3.36612 -0.02601 0.083
H -5.08713 3.87896 1.04861 0.077
H -5.01749 4.47022 -0.61245 0.068
H -5.01536 6.30601 1.96744 0.054
H -4.97012 6.96539 0.31798 0.082
H -3.66639 7.36229 1.46177 0.076
C 1.28249 -4.54917 0.53437 -0.010
C 1.51894 -3.97275 -0.83876 -0.485
C 2.95905 -3.85571 -1.27395 -0.009
O 0.59941 -3.62655 -1.54934 0.046
H 0.21520 -4.58447 0.74110 0.078
H 1.70562 -5.55367 0.59566 0.086
H 1.78606 -3.93627 1.28451 0.086
H 3.42847 -4.84146 -1.24675 0.093
H 3.50409 -3.20970 -0.58244 0.080
H 3.02572 -3.45839 -2.28403 0.060
C 7.25035 -4.28443 1.98159 -0.019
C 6.21731 -3.25869 1.60691 -0.501
C 6.72592 -2.02114 0.90399 -0.020
O 5.03864 -3.39407 1.86012 0.044
H 6.77258 -5.12309 2.48364 0.085
H 7.77113 -4.63838 1.09002 0.089
H 7.98108 -3.82325 2.64868 0.054
H 7.21782 -2.29197 -0.03182 0.081
H 7.45454 -1.50060 1.52847 0.083
H 5.88714 -1.36164 0.68811 0.081
C -3.75625 3.86796 5.27716 -0.009
C -5.03233 4.45499 4.73429 -0.487
C -6.11709 4.76278 5.73053 -0.020
O -5.16827 4.68077 3.54976 0.045
H -3.05300 3.69885 4.46482 0.086
H -3.32990 4.54993 6.01375 0.068
H -3.96679 2.92314 5.78260 0.088
H -5.73870 5.49350 6.44596 0.065
H -6.40125 3.85926 6.27297 0.086
H -6.98667 5.16453 5.21403 0.082
C 1.70279 -1.10578 5.08082 -0.016
C 2.15879 -0.01220 4.14540 -0.485
C 3.56859 0.49001 4.33657 -0.020
O 1.43277 0.43757 3.28921 0.070
H 0.67697 -1.38599 4.85216 0.075
H 2.35157 -1.97784 4.97443 0.086
H 1.76737 -0.76372 6.11586 0.084
H 4.27286 -0.33304 4.21972 0.077
H 3.68959 0.88896 5.34592 0.083
H 3.78522 1.26631 3.60665 0.084
C -1.78448 -1.05117 -9.31079 -0.018
C -1.38406 -1.64626 -7.98437 -0.484
C -2.10636 -2.89770 -7.55266 -0.012
O -0.52206 -1.14423 -7.29703 0.053
H -1.19574 -0.15908 -9.50932 0.083
H -1.62748 -1.77971 -10.10813 0.087
H -2.84575 -0.79658 -9.30123 0.087
H -1.95992 -3.68911 -8.28994 0.089
H -3.17861 -2.70539 -7.48421 0.088
H -1.73224 -3.22902 -6.58685 0.077
C 7.95767 -1.64196 5.82010 -0.018
C 8.90921 -2.79914 5.63232 -0.491
C 9.64847 -3.27166 6.85915 -0.022
O 9.06814 -3.32212 4.55247 0.060
H 7.48438 -1.39418 4.87251 0.074
H 7.19198 -1.90248 6.55300 0.086
H 8.49613 -0.77178 6.19967 0.087
H 8.93816 -3.58480 7.62630 0.086
H 10.24390 -2.45647 7.27399 0.086
H 10.29781 -4.10399 6.59996 0.082
C 0.34392 -5.51638 -4.18326 -0.018
C 0.50441 -6.87511 -4.81514 -0.502
C 1.91767 -7.40407 -4.90167 -0.023
O -0.43836 -7.51034 -5.23076 0.062
H -0.70738 -5.23676 -4.17160 0.084
H 0.72158 -5.51989 -3.16136 0.066
H 0.91760 -4.77507 -4.74366 0.082
H 2.35213 -7.47615 -3.90285 0.082
H 2.53933 -6.71762 -5.47940 0.085
H 1.91649 -8.38462 -5.37168 0.079
C -8.63967 1.63255 -2.03746 -0.025
C -7.80406 2.81044 -1.59530 -0.497
C -8.55917 4.04673 -1.16495 -0.020
O -6.59616 2.76689 -1.58266 0.069
H -7.98980 0.80791 -2.31966 0.081
H -9.30256 1.31792 -1.22950 0.084
H -9.26516 1.91459 -2.88629 0.084
H -9.21888 3.81028 -0.32821 0.086
H -9.18197 4.41078 -1.98403 0.085
H -7.85790 4.82223 -0.86597 0.076
C -3.77211 8.25479 5.12787 -0.008
C -3.38217 7.80402 6.51384 -0.484
C -2.45378 8.70684 7.28580 -0.021
O -3.79187 6.76308 6.98011 0.052
H -4.43613 7.52568 4.66796 0.073
H -4.26985 9.22507 5.17632 0.089
H -2.88087 8.37180 4.50860 0.091
H -2.90704 9.69210 7.40801 0.086
H -1.52065 8.83953 6.73568 0.088
H -2.24577 8.27570 8.26185 0.082
C -5.16784 -3.81441 4.55262 -0.026
C -4.11842 -3.66922 3.47509 -0.498
C -4.32666 -4.48366 2.21992 -0.020
O -3.16428 -2.93915 3.60738 0.067
H -4.91243 -3.18352 5.40052 0.080
H -6.14676 -3.52830 4.16397 0.084
H -5.23260 -4.85500 4.87547 0.083
H -5.27772 -4.21902 1.75442 0.085
H -4.36294 -5.54704 2.46356 0.084
H -3.51468 -4.29548 1.52157 0.078
```

Computed properties:
LUMO, eV: 0.53
E, Ha: -4596.8305
SMILES string: CCOP(=O)(CCC[Si@H](COC(F)(F)F)S(=O)(=O)C(F)(F)F)OCC.CC(C)=O.CC(C)=O.CC(C)=O.CC(C)=O.CC(C)=O.CC(C)=O.CC(C)=O.CC(C)=O.CC(C)=O.CC(C)=O.CC(C)=O
Gap between HOMO and LUMO, eV: 9.46


[2]
Formula: C5H13NO2
Source: the OMol25 dataset
Level of theory: wB97M-V/def2-TZVPD

```
21
Properties=species:S:1:pos:R:3:nbo_charge:R:1
C -0.53557 -0.18566 2.12677 -0.633
C 0.26448 -0.81269 0.98049 -0.208
N -0.33779 -0.79431 -0.35543 -0.464
C -1.79913 -0.78596 -0.42452 -0.429
C 0.29764 0.00514 -1.31777 0.722
C 1.74395 -0.32542 -1.49651 -0.713
O -0.34220 0.68016 -2.09871 -0.641
H -0.75900 0.85160 1.84076 0.221
H -1.53775 -0.58569 2.25794 0.199
H -0.04488 -0.09056 3.08567 0.223
H 0.45138 -1.84062 1.30618 0.179
H 1.21001 -0.28454 0.97904 0.211
H -2.11379 -1.69834 -0.94305 0.195
H -2.20359 0.01452 -1.02626 0.232
H -2.30014 -0.78120 0.53398 0.201
H 1.79527 -1.28449 -2.02455 0.241
H 2.28489 0.41290 -2.08439 0.234
H 2.31582 -0.54070 -0.59658 0.226
O 0.55114 2.38102 -0.02969 -0.967
H 0.95388 3.22840 0.17502 0.475
H 0.10537 2.43642 -0.88838 0.497
```

Computed properties:
LUMO, eV: 0.78
E, Ha: -403.5349
SMILES string: CCN(C)C(C)=O.O
Gap between HOMO and LUMO, eV: 9.85
Relative energy (zero: lowest compared OMol25 entry of this formula, charge and spin), eV: 1.135


[3]
Formula: C2H7NP
Source: the OMol25 dataset
Level of theory: wB97M-V/def2-TZVPD

```
11
Properties=species:S:1:pos:R:3:nbo_charge:R:1
H 3.28772 1.13406 0.29746 0.016
P 2.70806 -0.13171 0.13217 0.582
C 1.24398 0.61886 -0.25003 -0.483
N 0.00920 -0.34894 -0.51382 -0.556
C -1.31074 -0.56674 0.15880 -0.435
H 1.11863 1.57007 -0.75925 0.244
H 0.58112 -1.19486 -0.62635 0.432
H 0.03921 -0.03973 -1.48117 0.441
H -1.22063 -1.28997 0.95526 0.247
H -2.10539 -0.96055 -0.50708 0.260
H -1.67680 0.35072 0.66205 0.252
```

Computed properties:
LUMO, eV: -5.12
E, Ha: -476.1557
SMILES string: [H]/P=C/[NH2+]C
Gap between HOMO and LUMO, eV: 9.77
Total charge: +1
Relative energy (zero: lowest compared OMol25 entry of this formula, charge and spin), eV: 0.883